(1)
{
  "formula": "ClH3NOPS",
  "method": "wB97M-V/def2-TZVPD",
  "e_lumo_ev": [-1.41, -1.68],
  "orbital_gap_ev": [5.794, 5.275],
  "homo_ev": [-7.21, -6.96],
  "de_lowest_kj_mol": 431.1,
  "species": ["N", "O", "P", "S", "Cl", "H", "H", "H"],
  "positions_angstrom": [[0.05, -1.09, 0.82], [1.73, 0.24, -0.39], [0.73, 0.41, 0.91], [-2.98, 0.97, -1.19], [-1.27, 1.59, -0.62], [-0.94, -0.95, 0.95], [0.29, -2.00, 0.25], [2.39, 0.83, -0.73]],
  "mulliken_charge": [-0.424, -0.456, 0.485, -0.424, -0.113, 0.278, 0.304, 0.351]
}

(2)
{
  "formula": "C40H85BrN4O10PS",
  "method": "wB97M-V/def2-TZVPD",
  "e_lumo_ev": 2.10,
  "charge": -1,
  "orbital_gap_ev": 7.213,
  "homo_ev": -5.11,
  "species": ["C", "C", "N", "C", "P", "Br", "C", "C", "C", "C", "N", "C", "C", "O", "O", "C", "S", "C", "C", "C", "C", "C", "C", "C", "C", "C", "C", "C", "C", "C", "N", "C", "C", "C", "C", "N", "C", "O", "O", "H", "H", "H", "H", "H", "H", "H", "H", "H", "H", "H", "H", "H", "H", "H", "H", "H", "H", "H", "H", "H", "H", "H", "H", "H", "H", "H", "H", "H", "H", "H", "H", "H", "H", "H", "H", "H", "H", "H", "H", "H", "H", "H", "H", "H", "H", "H", "H", "H", "C", "C", "O", "H", "H", "H", "H", "H", "H", "C", "C", "O", "H", "H", "H", "H", "H", "H", "C", "C", "O", "H", "H", "H", "H", "H", "H", "C", "C", "O", "H", "H", "H", "H", "H", "H", "C", "C", "O", "H", "H", "H", "H", "H", "H", "C", "C", "O", "H", "H", "H", "H", "H", "H"],
  "positions_angstrom": [[-4.21, 0.24, 0.74], [-3.50, -0.04, 2.09], [-3.76, 0.79, 3.05], [-2.49, -1.20, 2.39], [-1.27, -1.58, 0.96], [-3.02, -2.98, 0.18], [0.15, -0.48, 1.61], [-0.16, 1.06, 1.60], [0.81, 1.73, 2.68], [0.80, 3.31, 2.60], [-0.01, 3.98, 3.64], [0.54, 3.89, 4.95], [2.05, 3.58, 5.23], [-0.18, 4.09, 5.92], [-0.50, -2.05, -0.53], [0.17, -3.32, -0.43], [-0.42, -4.57, -1.71], [0.20, -3.84, 1.11], [1.71, -3.84, 1.56], [1.95, -3.51, 3.09], [2.90, -2.25, 3.18], [3.67, -2.09, 4.55], [4.86, -1.05, 4.30], [4.33, 0.39, 3.91], [4.85, 0.93, 2.52], [4.52, 0.00, 1.29], [5.10, 0.48, -0.09], [4.74, 1.96, -0.50], [3.60, 2.03, -1.60], [2.29, 1.25, -1.19], [1.73, 0.44, -2.28], [0.47, 0.51, -2.90], [0.33, -0.47, -3.96], [1.62, -1.26, -4.00], [2.38, -0.63, -2.93], [-0.65, -5.04, 1.37], [-0.05, -6.12, 1.24], [0.47, -7.12, 0.88], [-0.49, -2.84, 1.86], [-3.66, -0.12, -0.16], [-4.32, 1.35, 0.63], [-5.24, -0.21, 0.67], [-3.22, 0.54, 3.89], [-3.02, -2.15, 2.68], [-1.86, -0.88, 3.26], [-1.65, -0.42, 0.21], [1.12, -0.71, 1.09], [0.31, -0.78, 2.69], [0.00, 1.50, 0.59], [-1.19, 1.33, 1.93], [0.43, 1.39, 3.69], [1.85, 1.36, 2.46], [1.86, 3.66, 2.55], [0.34, 3.57, 1.60], [-0.98, 3.62, 3.63], [2.24, 2.48, 5.34], [2.73, 3.93, 4.41], [2.33, 4.14, 6.16], [1.17, -3.04, -0.88], [-1.07, -3.79, -2.65], [2.27, -4.78, 1.32], [2.23, -3.03, 0.97], [2.55, -4.36, 3.53], [1.03, -3.44, 3.71], [3.70, -2.41, 2.39], [2.41, -1.29, 2.92], [3.01, -1.57, 5.31], [4.05, -3.08, 4.90], [5.61, -1.42, 3.55], [5.42, -0.93, 5.28], [4.70, 1.12, 4.69], [3.22, 0.37, 4.00], [5.97, 1.09, 2.50], [4.38, 1.94, 2.36], [5.03, -0.99, 1.52], [3.42, -0.22, 1.29], [6.21, 0.30, -0.09], [4.67, -0.19, -0.89], [5.66, 2.39, -0.99], [4.50, 2.64, 0.35], [3.32, 3.10, -1.76], [3.94, 1.59, -2.58], [1.51, 2.03, -0.97], [2.38, 0.62, -0.28], [-0.34, 1.24, -2.66], [-0.51, -0.67, -4.66], [1.92, -2.09, -4.66], [3.41, -0.92, -2.61], [-3.70, 2.83, -3.93], [-3.04, 1.88, -2.95], [-1.91, 2.50, -2.34], [-3.00, 3.13, -4.71], [-4.57, 2.36, -4.40], [-4.03, 3.74, -3.42], [-2.70, 0.98, -3.46], [-3.74, 1.59, -2.16], [-2.21, 3.29, -1.88], [-8.61, 3.65, -2.78], [-7.47, 2.91, -3.46], [-6.40, 2.71, -2.55], [-8.27, 4.62, -2.41], [-9.44, 3.82, -3.47], [-8.98, 3.09, -1.92], [-7.09, 3.48, -4.30], [-7.81, 1.93, -3.82], [-6.73, 2.20, -1.81], [-4.94, -1.49, 6.89], [-3.51, -1.08, 6.61], [-3.48, 0.21, 6.00], [-5.52, -1.51, 5.97], [-4.98, -2.48, 7.36], [-5.43, -0.78, 7.56], [-3.03, -1.78, 5.93], [-2.93, -1.04, 7.54], [-3.89, 0.83, 6.61], [8.86, 2.99, -3.41], [7.98, 1.83, -3.83], [6.61, 2.17, -3.67], [8.67, 3.26, -2.37], [9.92, 2.73, -3.53], [8.65, 3.87, -4.02], [8.18, 0.95, -3.21], [8.16, 1.56, -4.88], [6.43, 2.93, -4.23], [-0.17, -1.68, -8.77], [0.89, -1.60, -7.69], [0.43, -2.21, -6.49], [-1.09, -1.19, -8.44], [0.18, -1.20, -9.69], [-0.42, -2.72, -8.99], [1.12, -0.56, -7.46], [1.82, -2.09, -8.01], [0.24, -3.13, -6.69], [-6.59, -3.56, -1.43], [-6.76, -2.57, -2.57], [-6.13, -1.33, -2.25], [-7.02, -3.15, -0.51], [-7.07, -4.51, -1.66], [-5.53, -3.74, -1.23], [-7.82, -2.37, -2.75], [-6.32, -2.96, -3.49], [-5.20, -1.51, -2.10]],
  "mulliken_charge": [-0.775, 0.519, -0.818, -0.497, 0.936, -0.453, -0.005, -0.223, 1.453, -1.514, -0.238, 0.534, -0.742, -0.627, -0.730, -0.199, -0.334, 0.763, -1.137, -0.686, 1.004, -0.968, -0.939, 0.263, -0.925, 2.045, -1.005, -0.362, -0.914, 1.607, 0.530, -0.411, -0.277, -0.704, -0.588, -0.577, 0.692, -0.537, -0.221, -0.109, 0.305, 0.292, 0.260, 0.822, 0.179, -0.026, -1.001, 0.285, -0.106, 0.302, 0.670, -1.372, 0.431, 0.381, 0.362, 0.087, 0.256, 0.382, 0.266, 0.113, 0.676, 0.010, 0.465, 0.286, 0.099, -0.708, 0.269, 0.390, 0.384, 0.295, 0.547, -0.281, 0.426, 0.051, 0.344, -1.561, 0.482, 0.032, 0.092, 0.381, 0.282, 0.402, -0.031, -1.361, 0.204, 0.417, 0.422, 0.248, -1.382, 0.509, -0.543, 0.384, 0.260, 0.357, 0.225, -0.139, 0.295, -1.152, -0.250, -0.365, 0.291, 0.351, 0.335, 0.320, 0.262, 0.221, -1.078, -0.086, -0.447, 0.274, 0.334, 0.321, 0.180, 0.285, 0.234, -1.029, -0.267, -0.422, 0.257, 0.345, 0.324, 0.280, 0.277, 0.252, -1.099, -0.219, -0.369, 0.285, 0.345, 0.313, 0.275, 0.291, 0.219, -0.779, -0.278, -0.386, 0.230, 0.366, 0.087, 0.266, 0.260, 0.203]
}

(3)
{
  "formula": "C26H42BBr6F9IN2O4S",
  "method": "wB97M-V/def2-TZVPD",
  "e_lumo_ev": -4.27,
  "charge": 1,
  "orbital_gap_ev": 7.102,
  "homo_ev": -11.37,
  "species": ["C", "C", "B", "O", "N", "C", "C", "C", "C", "O", "C", "N", "C", "C", "O", "O", "C", "C", "C", "C", "C", "C", "F", "F", "C", "F", "F", "S", "F", "F", "F", "F", "F", "C", "C", "C", "C", "I", "H", "H", "H", "H", "H", "H", "H", "H", "H", "H", "H", "H", "H", "H", "H", "H", "H", "H", "H", "H", "H", "H", "H", "H", "H", "H", "H", "H", "H", "H", "Br", "C", "C", "Br", "H", "H", "H", "H", "Br", "C", "C", "Br", "H", "H", "H", "H", "Br", "C", "C", "Br", "H", "H", "H", "H"],
  "positions_angstrom": [[1.71, -0.33, -4.54], [0.23, -0.28, -4.06], [-0.12, -1.61, -3.31], [-0.06, -2.83, -3.85], [-0.51, -1.58, -1.83], [0.40, -0.98, -1.02], [0.22, -0.85, 0.37], [1.25, -0.06, 1.13], [0.75, 1.39, 1.29], [-0.29, 1.46, 2.25], [1.93, 2.32, 1.58], [1.46, 3.55, 2.21], [-0.96, -1.42, 0.92], [-1.07, -1.47, 2.44], [-0.14, -1.55, 3.13], [-2.30, -1.48, 2.92], [-1.95, -2.00, 0.07], [-3.26, -2.57, 0.56], [-4.39, -1.53, 0.73], [-4.24, -0.25, -0.12], [-3.64, 0.92, 0.65], [-4.65, 1.82, 1.35], [-4.19, 2.23, 2.56], [-5.80, 1.13, 1.60], [-5.12, 3.05, 0.50], [-5.21, 2.62, -0.77], [-6.32, 3.45, 0.90], [-3.96, 4.57, 0.56], [-2.73, 3.62, 0.94], [-3.56, 4.41, -0.97], [-5.15, 5.52, 0.15], [-4.32, 4.72, 2.09], [-3.00, 5.80, 0.67], [-1.68, -2.07, -1.34], [-2.67, -2.63, -2.32], [-2.47, -4.12, -2.69], [-1.76, -4.98, -1.65], [-4.45, -4.93, -3.07], [1.77, -0.14, -5.60], [2.30, 0.43, -4.03], [2.17, -1.30, -4.37], [-0.43, -0.18, -4.92], [0.10, 0.56, -3.39], [0.15, -2.79, -4.79], [1.29, -0.58, -1.50], [2.16, 0.02, 0.55], [1.45, -0.52, 2.08], [0.33, 1.68, 0.32], [-1.03, 1.94, 1.87], [2.65, 1.83, 2.24], [2.41, 2.55, 0.62], [0.67, 3.93, 1.70], [2.19, 4.25, 2.19], [-2.22, -1.23, 3.85], [-3.61, -3.37, -0.08], [-3.07, -3.06, 1.52], [-5.32, -2.00, 0.45], [-4.50, -1.24, 1.77], [-5.21, 0.01, -0.52], [-3.60, -0.42, -0.99], [-3.07, 1.55, -0.03], [-2.95, 0.60, 1.43], [-2.68, -2.03, -3.23], [-3.66, -2.52, -1.91], [-1.97, -4.22, -3.65], [-0.69, -5.00, -1.84], [-1.95, -4.65, -0.63], [-2.10, -6.01, -1.72], [6.07, 0.45, -2.21], [6.96, -0.33, -3.76], [7.61, 0.72, -4.63], [6.31, 1.71, -5.68], [6.22, -0.91, -4.29], [7.72, -1.00, -3.35], [8.28, 0.25, -5.35], [8.16, 1.45, -4.04], [4.97, 3.60, -0.06], [4.87, 5.40, 0.69], [5.83, 5.58, 1.83], [5.19, 4.68, 3.43], [3.84, 5.56, 1.00], [5.10, 6.07, -0.13], [5.91, 6.63, 2.09], [6.81, 5.18, 1.61], [0.53, -5.90, 4.10], [0.70, -4.35, 5.27], [1.98, -4.37, 6.05], [1.93, -5.66, 7.50], [-0.18, -4.36, 5.91], [0.66, -3.48, 4.61], [2.15, -3.40, 6.52], [2.83, -4.62, 5.43]],
  "mulliken_charge": [-1.157, -0.482, 0.687, -0.634, 0.366, -0.643, -0.517, -1.695, 0.425, -0.602, -0.497, -0.569, 0.771, 0.116, -0.509, -0.411, 1.109, -1.326, -1.101, -0.746, -0.645, 0.810, -0.303, -0.360, 0.516, -0.266, -0.276, 1.371, -0.324, -0.317, -0.312, -0.282, -0.301, -0.152, -2.015, -0.553, -1.020, 0.102, 0.332, 0.367, 0.287, 0.453, 0.393, 0.317, 0.687, 0.611, 0.648, 0.458, 0.116, 0.354, 0.188, 0.204, 0.171, 0.402, 0.269, 0.830, 0.517, 0.388, 0.671, 0.262, 0.562, -0.033, 0.830, 0.860, 0.619, 0.273, 0.159, 0.503, -0.112, -0.582, -0.589, -0.131, 0.347, 0.351, 0.351, 0.373, -0.086, -0.635, -0.556, -0.130, 0.302, 0.385, 0.357, 0.375, -0.144, -0.136, -0.603, -0.137, 0.400, -0.110, 0.364, 0.392]
}

(4)
{
  "formula": "CH2N2S2",
  "method": "wB97M-V/def2-TZVPD",
  "e_lumo_ev": -1.21,
  "orbital_gap_ev": 9.067,
  "homo_ev": -10.28,
  "de_lowest_kj_mol": 355.4,
  "species": ["C", "N", "N", "S", "S", "H", "H"],
  "positions_angstrom": [[1.50, -0.35, -0.21], [2.52, -0.86, -0.39], [-0.33, 0.09, 0.04], [-0.36, 1.79, -0.48], [-1.22, -1.22, -0.47], [-0.62, 2.37, 0.75], [-1.49, -1.81, 0.75]],
  "mulliken_charge": [0.239, -0.345, -0.165, -0.047, -0.029, 0.176, 0.171]
}

(5)
{
  "formula": "C20H51FN3O14P3S",
  "method": "wB97M-V/def2-TZVPD",
  "e_lumo_ev": 0.33,
  "orbital_gap_ev": 8.943,
  "homo_ev": -8.62,
  "smiles": "CCCC[C@H](O[C@](CP(=O)(O)O)(PP(=O)(O)O)[C@H](N)O)S(=O)(=O)F.COCCNCCOC.COCCNCCOC",
  "de_lowest_kj_mol": 30.1,
  "species": ["C", "C", "C", "C", "C", "O", "C", "C", "P", "O", "O", "O", "P", "P", "O", "O", "O", "C", "N", "O", "S", "O", "O", "F", "H", "H", "H", "H", "H", "H", "H", "H", "H", "H", "H", "H", "H", "H", "H", "H", "H", "H", "H", "H", "H", "C", "O", "C", "C", "N", "C", "C", "O", "C", "H", "H", "H", "H", "H", "H", "H", "H", "H", "H", "H", "H", "H", "H", "H", "C", "O", "C", "C", "N", "C", "C", "O", "C", "H", "H", "H", "H", "H", "H", "H", "H", "H", "H", "H", "H", "H", "H", "H"],
  "positions_angstrom": [[0.75, 0.25, -6.30], [1.36, -0.95, -5.56], [0.48, -2.20, -5.69], [-0.14, -2.77, -4.41], [-0.81, -1.80, -3.46], [-1.19, -2.42, -2.26], [-0.40, -2.22, -1.10], [1.04, -2.69, -1.31], [2.09, -3.05, 0.10], [1.99, -2.21, 1.32], [3.52, -3.00, -0.61], [1.86, -4.60, 0.38], [-1.20, -3.46, 0.09], [-3.11, -2.46, 0.42], [-3.30, -1.35, -0.55], [-4.24, -3.57, 0.31], [-3.18, -2.00, 1.94], [-0.46, -0.74, -0.57], [0.79, -0.03, -0.75], [-0.78, -0.70, 0.80], [-2.35, -1.15, -4.25], [-2.60, -1.84, -5.47], [-2.30, 0.28, -4.18], [-3.39, -1.65, -3.23], [-0.31, 0.37, -6.08], [0.83, 0.06, -7.37], [1.29, 1.18, -6.11], [2.32, -1.14, -6.03], [1.57, -0.69, -4.52], [1.11, -3.00, -6.08], [-0.28, -2.04, -6.45], [-0.88, -3.51, -4.70], [0.63, -3.32, -3.87], [-0.24, -0.88, -3.31], [1.00, -3.63, -1.87], [1.60, -1.99, -1.92], [4.16, -2.69, 0.04], [1.58, -4.73, 1.29], [-0.60, -3.16, 1.32], [-4.89, -3.21, -0.30], [-3.02, -1.06, 1.98], [-1.28, -0.25, -1.11], [1.09, 0.02, -1.72], [0.68, 0.93, -0.43], [0.00, -0.39, 1.26], [6.65, 3.66, -0.13], [6.06, 4.56, -1.05], [6.40, 4.33, -2.41], [5.21, 3.82, -3.20], [4.84, 2.47, -2.79], [3.57, 1.98, -3.32], [2.29, 2.72, -2.95], [1.93, 2.61, -1.59], [2.55, 3.51, -0.70], [6.47, 4.05, 0.86], [6.23, 2.65, -0.20], [7.73, 3.59, -0.28], [7.24, 3.63, -2.49], [6.71, 5.28, -2.84], [5.46, 3.81, -4.26], [4.39, 4.54, -3.06], [4.81, 2.42, -1.78], [3.46, 0.95, -2.99], [3.65, 1.96, -4.41], [1.48, 2.26, -3.51], [2.31, 3.78, -3.25], [2.75, 4.47, -1.18], [3.48, 3.11, -0.29], [1.87, 3.68, 0.14], [-5.27, -2.00, 4.48], [-5.28, -0.59, 4.41], [-6.13, 0.07, 5.33], [-5.34, 0.81, 6.38], [-4.65, -0.12, 7.27], [-3.67, 0.49, 8.16], [-2.47, 1.20, 7.55], [-1.55, 0.34, 6.90], [-1.87, 0.00, 5.56], [-4.71, -2.35, 3.62], [-4.79, -2.37, 5.39], [-6.29, -2.40, 4.43], [-6.83, -0.64, 5.79], [-6.72, 0.80, 4.76], [-6.02, 1.43, 6.97], [-4.65, 1.48, 5.85], [-4.19, -0.83, 6.72], [-3.29, -0.30, 8.81], [-4.20, 1.21, 8.81], [-1.91, 1.65, 8.37], [-2.76, 2.02, 6.88], [-2.38, 0.82, 5.05], [-2.48, -0.90, 5.49], [-0.92, -0.19, 5.04]],
  "mulliken_charge": [-1.385, 0.301, -0.944, -0.613, 0.840, -0.524, 1.806, -1.441, 0.650, -0.627, -0.518, -0.541, -0.507, 0.891, -0.564, -0.530, -0.275, -0.160, -0.354, -0.336, 1.257, -0.649, -0.617, -0.147, 0.236, 0.425, 0.335, 0.466, -0.362, 0.413, 0.513, 0.361, 0.237, -0.455, 0.809, -0.005, 0.367, 0.358, 0.019, 0.340, 0.250, 0.273, -0.281, 0.270, 0.396, -0.692, -0.346, -0.788, -0.198, -0.260, -0.680, -0.721, -0.274, -0.731, 0.238, 0.286, 0.345, 0.414, 0.395, 0.344, 0.190, 0.125, 0.341, 0.365, 0.339, 0.420, 0.344, 0.244, 0.291, -0.492, -0.233, -0.871, -0.200, -0.314, -0.702, -0.480, -0.449, -0.459, 0.013, 0.301, 0.344, 0.403, 0.381, 0.387, 0.177, 0.074, 0.369, 0.395, 0.338, 0.346, 0.269, 0.174, 0.261]
}

(6)
{
  "formula": "C6H9N3O2S",
  "method": "wB97M-V/def2-TZVPD",
  "e_lumo_ev": [-2.99, -1.54],
  "orbital_gap_ev": [5.988, 7.532],
  "homo_ev": [-8.98, -9.07],
  "de_lowest_kj_mol": 919.4,
  "species": ["C", "C", "C", "C", "C", "C", "N", "N", "N", "O", "O", "S", "H", "H", "H", "H", "H", "H", "H", "H", "H"],
  "positions_angstrom": [[1.62, 1.38, -0.42], [2.39, 0.32, -0.23], [-0.81, 0.63, -0.16], [2.36, 2.62, -0.90], [-1.41, -2.48, -1.57], [-1.67, -1.64, -0.35], [0.26, 1.55, -0.39], [-0.79, -0.57, -0.35], [2.57, -0.89, 0.34], [3.38, -1.18, 1.18], [1.84, -1.69, -0.26], [-2.14, 1.59, 0.45], [2.75, 3.21, 0.01], [1.62, 3.24, -1.53], [3.19, 2.13, -1.47], [-1.98, -3.45, -1.47], [-1.51, -1.96, -2.55], [-0.34, -2.85, -1.39], [-2.75, -1.42, -0.07], [-1.17, -2.16, 0.43], [-0.09, 2.42, -0.24]],
  "mulliken_charge": [0.921, -0.415, 0.453, -1.166, -0.880, -0.457, -0.276, -0.137, 0.722, -0.579, -0.444, -0.217, 0.244, 0.334, 0.354, 0.323, 0.285, 0.170, 0.398, 0.262, 0.105]
}

no.,energy (eV)
1,-36230.8496
2,-159458.1402
3,-503133.6057
4,-25715.5283
5,-96123.0412
6,-25759.3766